No. 1
The following is a DFT calculation (ωB97M-V/def2-TZVPD) of C23H41AlBCaF11IN4O7 as an isolated structure in a non-equilibrium geometry.

CARTESIAN COORDINATES (ANGSTROEM)
N 0.507 -2.652 2.305
C 0.680 -1.521 1.433
C 1.710 -1.915 0.357
C 2.417 -3.231 0.640
C 1.558 -4.464 0.051
F 0.396 -4.027 -0.484
O -0.431 -0.995 0.680
C -1.681 -0.790 1.286
C -1.600 0.055 2.589
O -0.510 0.945 2.597
C -0.670 1.934 1.636
C 0.283 3.117 1.761
C 0.473 3.614 0.317
C 1.801 3.174 -0.306
I 1.456 2.479 -2.316
C -2.557 -0.109 0.187
C -2.604 -0.810 -1.200
O -3.064 0.066 -2.228
C -3.584 -1.993 -1.288
F -4.782 -1.665 -0.771
F -3.744 -2.299 -2.587
F -3.126 -3.074 -0.691
H -0.226 -3.379 2.048
H 0.396 -2.359 3.271
H 1.132 -0.738 2.042
H 2.490 -1.146 0.334
H 1.220 -1.899 -0.614
H 3.360 -3.208 0.089
H 2.680 -3.416 1.680
H 2.166 -4.910 -0.771
H 1.354 -5.146 0.885
H -2.184 -1.724 1.565
H -1.476 -0.652 3.409
H -2.550 0.577 2.793
H -0.484 1.524 0.634
H -1.736 2.281 1.658
H 1.216 2.799 2.224
H -0.212 3.884 2.352
H 0.370 4.700 0.275
H -0.336 3.213 -0.318
H 2.552 3.957 -0.286
H 2.181 2.312 0.235
H -2.186 0.929 0.043
H -3.588 -0.062 0.577
H -1.607 -1.116 -1.513
H -3.238 0.945 -1.905
C -4.890 4.086 -3.773
C -3.598 3.552 -3.252
O -3.544 2.811 -2.193
N -2.483 3.826 -3.868
C -2.291 4.624 -5.075
H -5.707 3.751 -3.137
H -4.872 5.176 -3.778
H -5.058 3.714 -4.784
H -1.658 3.419 -3.437
H -1.839 3.999 -5.843
H -1.626 5.457 -4.843
H -3.230 4.998 -5.459
Ca -3.472 2.853 -0.027
F -1.530 -3.815 1.893
C 5.214 -3.207 4.470
C 4.009 -2.537 4.017
N 3.059 -1.999 3.658
H 5.296 -4.202 4.032
H 6.102 -2.645 4.186
H 5.217 -3.313 5.560
C -0.514 0.515 -4.994
C -0.967 -0.488 -6.027
O -0.854 0.230 -7.240
C 0.072 1.228 -7.054
O 0.516 1.895 -7.918
O 0.390 1.327 -5.733
H -0.018 0.057 -4.140
H -1.337 1.135 -4.637
H -0.322 -1.373 -6.079
H -2.011 -0.809 -5.860
B 2.806 4.765 4.207
F 3.066 3.751 5.137
F 3.417 5.954 4.593
F 3.270 4.357 2.919
F 1.402 4.968 4.121
C 4.931 -6.013 8.366
C 5.131 -4.632 7.957
N 5.292 -3.542 7.634
H 4.728 -6.648 7.505
H 5.816 -6.400 8.868
H 4.090 -6.096 9.052
F -4.092 0.599 -6.040
Al -3.226 -2.180 -6.979
F 1.091 -6.352 -0.678

Results
Total charge: +1

Results of the Mulliken charge analysis, in e, for atoms 1 through 4: N -0.148; C -0.401; C -0.957; C -0.513

***

No. 2
The following is a DFT calculation (ωB97M-V/def2-TZVPD) of a 2-piece molecular cluster, C22H23N2O11 overall in a non-equilibrium geometry.

CARTESIAN COORDINATES (ANGSTROEM)
O 7.212 -1.426 -3.051
O -1.836 -2.872 1.669
O 5.480 2.338 -0.566
O 3.929 -2.513 -1.068
O 3.287 2.645 -0.240
O 0.510 2.652 -0.711
O -9.190 0.890 4.009
O -6.947 2.344 4.591
O 0.562 -1.882 0.637
O -4.254 -2.568 2.653
O -3.494 0.778 1.146
C 6.963 -0.228 -3.004
C -2.205 -1.699 1.634
C 4.292 1.947 -0.527
C 4.309 -1.711 -1.918
C -7.963 -0.466 2.454
C 0.458 0.359 -0.072
C -1.514 1.677 0.177
C -6.750 -0.768 1.826
C -5.668 1.019 3.045
C -0.180 1.576 -0.213
C -8.024 0.576 3.377
C -6.878 1.321 3.678
C -0.172 -0.739 0.497
C -2.186 0.590 0.751
C -1.499 -0.625 0.937
C -5.590 -0.026 2.108
N 3.996 -1.975 -3.195
N 5.897 0.290 -2.405
C 7.893 0.761 -3.660
C 4.117 -1.123 -4.376
C -3.508 -1.364 2.359
C -4.276 -0.400 1.448
C 3.955 0.506 -0.907
C 5.044 -0.427 -1.451
H 1.481 2.600 -0.504
H -8.980 1.640 4.597
H -6.076 2.768 4.674
H 1.449 -1.779 0.250
H -3.615 -3.314 2.644
H -8.859 -1.038 2.240
H 1.475 0.280 -0.396
H -2.027 2.624 0.056
H -6.701 -1.599 1.128
H -4.774 1.588 3.278
H 3.572 -2.879 -3.323
H 5.874 1.300 -2.306
H 8.250 1.459 -2.904
H 8.733 0.223 -4.094
H 7.349 1.301 -4.433
H 3.413 -1.456 -5.139
H 3.893 -0.085 -4.121
H 5.129 -1.190 -4.778
H -3.261 -0.857 3.296
H -4.492 -0.911 0.503
H 3.542 0.025 -0.019
H 3.178 0.560 -1.672
H 5.677 -0.715 -0.611

Results
Total charge: -1
Energy above the lowest of the compared OMol25 structures with the same formula, charge and spin, eV: 0.000

Results of the Mulliken charge analysis, in e, for atoms 1 through 4: O -0.668; O -0.747; O -0.804; O -0.751

***

No. 3
The following is a DFT calculation (ωB97M-V/def2-TZVPD) of a 2-piece molecular cluster, C11H15N overall in a non-equilibrium geometry.

CARTESIAN COORDINATES (ANGSTROEM)
C 3.090 -0.044 0.502
C 1.690 0.158 0.884
C 1.163 -0.318 2.068
N -0.154 0.035 2.079
C -0.510 0.585 0.809
C -1.779 1.096 0.373
C -1.854 1.671 -0.901
C -0.743 1.547 -1.767
C 0.498 0.903 -1.364
C 0.675 0.630 0.000
H 3.497 -0.978 0.791
H 3.652 0.799 1.049
H 3.429 0.087 -0.574
H 1.690 -0.593 2.940
H -0.803 -0.350 2.814
H -2.676 1.016 0.933
H -2.713 2.261 -1.164
H -0.840 1.940 -2.734
H 1.188 0.650 -2.101
C -0.984 -2.990 -0.601
C -1.138 -1.710 -1.650
H -0.148 -3.740 -0.974
H -0.629 -2.550 0.298
H -1.938 -3.507 -0.345
H -1.252 -2.251 -2.623
H -0.099 -1.245 -1.572
H -1.917 -0.956 -1.410

Results
Total charge: 0
Energy above the lowest of the compared OMol25 structures with the same formula, charge and spin, eV: 1.995

Results of the Mulliken charge analysis, in e, for atoms 1 through 4: C -1.443; C 0.811; C -0.753; N -0.066

***

The records above give, respectively, gap between HOMO and LUMO values of 3.699 7.914 8.468 eV.